DFT (wB97M-V/def2-TZVPD) results for 8 unconnected molecules or ions with the total composition C39H60Cl16FO4P.

Structure (XYZ):
```
121
Properties=species:S:1:pos:R:3:forces:R:3
C 2.58775 -5.45627 2.31939 -0.7106 3.9316 -0.7532
C 2.49019 -3.99922 2.02637 -0.2021 -2.5474 0.2060
C 1.78055 -3.31064 0.71709 -1.6208 -1.8889 -0.9297
C 0.57666 -3.89296 -0.00196 2.4902 1.4515 1.7841
F -0.06502 -5.15466 0.43382 2.0678 3.9496 -1.6150
C -0.06271 -3.04196 -1.29247 -1.4345 -1.9862 -3.1642
O -0.56295 -3.65586 -2.36728 2.8573 3.8648 6.7544
C 0.03917 -1.38127 -1.11843 0.3329 2.5347 0.5607
C -1.17020 -0.42083 -1.69600 3.1582 1.3404 1.4486
C -2.49516 -1.08343 -2.46787 0.4278 -0.1008 1.7755
C -3.79346 -0.08490 -2.39107 0.5995 -0.9321 0.1022
C -5.14004 -1.02465 -2.41060 -0.3788 -0.0538 -0.5078
C -6.07587 -0.82878 -1.07475 -0.2744 0.8831 0.3949
C -7.68792 -0.83620 -1.37502 -0.3114 -0.9222 -0.3444
C -8.63392 -0.90944 -0.03281 0.3611 -0.1482 0.6539
C -7.90900 -0.33366 1.33704 -0.5239 0.6618 -0.1880
C -7.65363 1.31191 1.23864 0.2231 -0.1508 0.6399
C -6.53201 1.74528 2.38985 -1.0120 -0.3314 -0.2996
O -5.92062 3.06748 2.11908 0.7616 -1.8936 1.7164
C -4.74784 3.14726 3.04397 -0.2395 -0.4533 0.4719
C -0.99972 1.19763 -1.42494 2.3948 -2.0643 1.3324
C 0.29953 1.86411 -0.60807 -0.2514 -3.2591 -0.3462
C 0.28377 3.48474 -0.37825 -1.5860 0.0703 -1.2954
Cl 0.36091 3.98764 1.44267 0.0053 -0.9097 -1.7822
C 1.33366 4.33113 -1.32508 1.7051 -0.3133 1.8379
C 1.94463 5.68261 -0.62191 0.0082 1.0945 -0.6168
Cl 0.41307 4.83780 -2.85193 0.7485 -0.6945 1.1353
C 1.51582 0.90487 -0.05772 -3.7536 -2.6381 -2.2160
P 3.06906 1.50523 0.85345 1.7396 3.7199 -0.5637
O 3.39777 3.04143 0.75453 -1.2548 -3.7332 0.0343
C 1.36278 -0.74081 -0.31839 -2.3784 1.3370 -1.0349
C 2.44735 -1.86386 0.20737 3.7097 -0.2371 -0.3950
O 3.77404 -1.74474 0.22031 -8.0752 -0.3624 0.1645
H 2.48850 -5.77947 3.46034 1.0583 0.6571 -2.7751
H 2.70335 -6.22093 1.43847 -1.0076 1.4599 2.0484
H 2.94373 -3.24622 2.83372 -1.7020 -1.6145 -1.8136
H -2.23336 -1.47837 -3.54073 -0.3849 1.0210 2.1117
H -2.77731 -2.04159 -1.81411 0.7974 2.0196 -1.4479
H -3.70678 0.66483 -3.29178 -0.4974 -1.3560 1.8913
H -3.77714 0.47197 -1.36118 0.1053 -0.8768 -2.0568
H -5.75768 -0.72575 -3.36259 1.0056 -0.6586 1.8624
H -4.83542 -2.16979 -2.53953 -0.6770 2.5028 0.2679
H -5.85566 -1.62468 -0.21956 -0.2904 1.6201 -1.9858
H -5.82201 0.24204 -0.63215 -0.4234 -2.2786 -0.7613
H -7.91040 -1.82671 -1.99541 0.3916 2.1428 1.1466
H -8.04659 0.06552 -2.03336 1.0457 -1.6235 1.1981
H -8.91631 -2.03623 0.14976 0.5174 2.1914 -0.2608
H -9.63986 -0.31085 -0.17966 2.0548 -1.2019 0.1545
H -6.91585 -0.91705 1.61141 -2.1016 1.2879 -0.6980
H -8.66833 -0.49291 2.21625 1.5280 0.1977 -1.5868
H -8.69285 1.85163 1.46632 2.3531 -1.0727 -0.5627
H -7.28389 1.64710 0.17200 -0.6916 -0.7199 2.1594
H -7.08404 1.79858 3.43133 1.0713 -0.1673 -1.8836
H -5.69230 0.92654 2.48016 -1.5748 1.4473 -0.3957
H -3.80018 2.72795 2.49459 -1.6309 0.9705 0.9961
H -4.58776 4.24347 3.45944 -0.5664 -2.6324 -1.4529
H -4.96641 2.40997 3.95557 0.6241 1.8217 -1.7057
H -1.85886 1.93720 -1.79157 2.1749 -1.8010 0.9123
H -0.80031 3.85567 -0.71758 2.4279 -0.9768 0.9039
H 2.26600 3.62397 -1.56075 -2.3000 1.6420 0.0568
H 2.87131 5.50478 0.07274 -1.9213 -0.1493 -1.4886
H 1.16438 6.30024 0.00265 1.2756 -1.4364 -1.3372
H 2.28340 6.39384 -1.51768 -0.6263 -1.6501 1.9611
H 4.23800 0.81563 0.28825 -1.5168 0.0042 0.4451
H 3.07593 1.13174 2.27290 -0.5003 -0.2187 -1.2832
Cl 4.67660 -4.41539 -5.11268 0.0641 0.0049 -0.0263
C 3.51986 -4.27966 -3.76556 -0.3135 -0.0134 0.2313
C 2.43657 -3.24840 -4.03917 0.0458 -0.3016 -0.0276
Cl 3.07836 -1.58630 -4.05408 -0.0888 -0.4173 -0.0284
H 4.08206 -4.04215 -2.85696 -0.1094 0.0859 -0.2062
H 3.06738 -5.26740 -3.63657 0.0003 0.1735 -0.0455
H 1.67881 -3.28704 -3.25165 0.2231 -0.0471 -0.1765
H 1.94151 -3.42880 -4.99845 0.1810 0.0166 0.1857
Cl -4.75695 -2.19820 3.59386 -0.0276 0.0576 -0.0540
C -5.72645 -3.14039 4.75297 -0.1730 -0.1996 0.2239
C -6.72298 -4.05564 4.05933 0.1806 -0.1638 0.1467
Cl -8.02263 -3.14456 3.24967 0.0578 -0.0683 0.0144
H -6.22612 -2.43865 5.42819 0.0545 -0.1156 -0.2513
H -5.02336 -3.73657 5.34225 -0.1250 0.0295 -0.1555
H -7.20454 -4.70641 4.79450 0.1047 0.1541 -0.0395
H -6.23582 -4.68815 3.31070 -0.0704 0.2350 0.1234
Cl -3.41096 5.20471 5.10846 0.3647 0.3241 0.5045
C -4.79102 5.53975 6.18288 -0.2166 0.0888 0.2096
C -4.78435 4.65639 7.42043 0.0454 0.2796 0.0612
Cl -5.11352 2.94932 7.03025 0.0330 -0.0094 -0.0067
H -5.71132 5.41492 5.60366 0.2094 -0.0999 0.0950
H -4.71481 6.59075 6.47714 0.0255 -0.1999 0.0168
H -5.56786 4.97884 8.11181 0.0731 -0.0075 -0.1783
H -3.82501 4.70491 7.94498 -0.1712 -0.0447 -0.2175
Cl 3.94322 4.44993 -3.88287 -0.1834 -0.1708 -0.2481
C 4.99476 3.03585 -3.62628 0.1629 -0.3139 -0.0336
C 4.34796 1.74426 -4.10096 0.2854 0.1459 -0.2426
Cl 2.95943 1.27525 -3.08770 -0.0180 0.5232 0.1948
H 5.25130 2.99104 -2.56316 -0.1877 0.0304 -0.2119
H 5.91427 3.21909 -4.19014 -0.1640 -0.0786 0.0342
H 5.06986 0.92467 -4.04600 -0.0651 0.1437 0.0776
H 4.00036 1.82422 -5.13567 -0.0146 0.0474 0.2650
Cl 8.26311 6.99773 0.01864 0.0300 0.0524 -0.0452
C 6.88445 6.20928 0.82413 -0.2350 -0.2255 0.1769
C 6.38075 5.00081 0.05098 0.0836 0.0208 0.3225
Cl 5.60840 5.46056 -1.48747 0.2234 0.0821 0.3053
H 6.09699 6.95717 0.96063 0.1666 -0.1718 -0.1543
H 7.23224 5.89779 1.81358 -0.0418 -0.0208 -0.1891
H 5.62458 4.47233 0.63816 -0.0101 0.1042 -0.0675
H 7.19063 4.29956 -0.17304 -0.0938 0.2477 0.0009
Cl 7.94592 -6.31382 0.72703 -0.0184 0.0174 0.0615
C 7.21769 -6.49778 -0.88759 -0.1019 -0.0729 -0.3666
C 6.16885 -5.43386 -1.17026 0.1523 -0.1036 -0.0075
Cl 4.71572 -5.63636 -0.15928 0.0394 0.0184 0.0088
H 6.79809 -7.50621 -0.95872 0.0062 0.2600 0.1172
H 8.03263 -6.41703 -1.61311 -0.2038 0.0794 0.1407
H 5.84103 -5.50204 -2.21130 0.0664 -0.0727 0.2016
H 6.56122 -4.42624 -1.00118 -0.2089 -0.3639 0.1037
Cl 7.83114 -4.13446 -3.25608 0.3079 0.2902 -0.4942
C 8.92443 -2.79529 -2.82885 0.2940 0.2659 0.1105
C 8.16800 -1.51934 -2.49473 0.1103 -0.1036 0.2346
Cl 7.37264 -0.81465 -3.92494 -0.0253 -0.0603 -0.0117
H 9.61997 -2.64533 -3.66058 -0.2551 -0.0096 0.1258
H 9.50104 -3.12312 -1.95877 -0.1443 0.1025 -0.0740
H 8.86190 -0.76407 -2.11533 -0.0286 -0.1716 -0.0919
H 7.40204 -1.69284 -1.73246 0.1021 -0.0242 -0.2230
```
Positions in Å, forces in eV/Å.

For the largest force on an atom, the calculation gives 8.29 eV Å⁻¹. The lowest unoccupied orbital energy is -0.08225 Ha. The calculation puts the HOMO energy at -9.1048 eV. Its total energy is -9626.56831 Eh. Its structure (SMILES) is C=CC1=C(F)C(=O)c2c(CCCCCCCCCOC)cc([C@@H](Cl)[C@H](C)Cl)c([PH2]=O)c2C1=O.ClCCCl.ClCCCl.ClCCCl.ClCCCl.ClCCCl.ClCCCl.ClCCCl. The value obtained for the gap between HOMO and LUMO is 6.87 eV.


DFT (wB97M-V/def2-TZVPD) results for 2 unconnected molecules or ions with the total composition C3H13N2O.

Structure (XYZ):
```
19
Properties=species:S:1:pos:R:3:forces:R:3
C 0.42859 -0.60258 0.59491 -0.2483 -0.8062 -4.1355
C 1.20817 -0.79804 -0.80722 1.1192 3.3788 2.5310
C 0.42719 -0.59927 -2.04782 -1.0667 -0.9187 -1.1133
N -0.43639 0.62373 -2.04798 0.5677 0.3314 -0.2927
N 0.24024 0.84893 0.80668 -2.4213 0.8783 -3.0739
H -0.59427 -1.15096 0.38487 2.0270 1.0812 1.5922
H 1.14431 -0.83990 1.32743 -0.0251 -1.5126 1.3503
H 2.05628 -0.03483 -0.82670 -1.0362 -0.2349 0.2868
H 1.84409 -1.63520 -0.76246 -0.0321 -1.7914 -0.1670
H -0.18871 -1.51843 -2.18815 0.2524 0.5694 -0.3277
H 1.19597 -0.56216 -2.84415 -0.8637 0.1615 0.0519
H -0.62892 1.01109 -3.01287 0.1961 -0.7730 1.7728
H -1.30184 0.48880 -1.51969 0.0549 -0.2482 -0.9311
H -0.37252 0.99962 1.60998 -0.3091 0.3012 0.0169
H -0.14848 1.24393 -0.18795 0.5461 -0.6798 2.1619
H 1.09118 1.36255 0.89152 1.0218 0.1558 0.4529
H -1.64738 0.88233 3.99062 0.5422 1.1787 1.5726
H -2.52500 -0.13283 3.43849 -0.8778 -0.8194 -0.1224
O -1.79252 0.41321 3.20050 0.5527 -0.2522 -1.6256
```
Positions in Å, forces in eV/Å.

For the largest force on an atom, the calculation gives 4.37 eV Å⁻¹. The lowest unoccupied orbital energy is -0.10767 Ha. The total charge is +1. For the energy above the lowest of the compared OMol25 structures with the same formula, charge and spin, the calculation gives 33.1 kcal/mol. The calculation puts the HOMO energy at -13.7883 eV. Its total energy is -306.58301 Eh. The value obtained for the gap between HOMO and LUMO is 10.86 eV.


DFT (wB97M-V/def2-TZVPD) results for C4H5NO2 in the gas phase.

Structure (XYZ):
```
12
Properties=species:S:1:pos:R:3:forces:R:3
O -2.59961 -0.05967 0.33527 -0.1860 -0.1791 0.2908
C -1.53767 0.05421 -0.48030 0.5188 -1.3026 -0.3152
N -0.75530 1.16235 -0.27555 -0.1656 0.7095 0.0651
C 0.51511 1.12349 -0.11673 -0.1240 -0.3736 0.0453
C 1.27521 -0.07528 -0.02427 0.0565 -0.0805 -0.0169
C 0.59658 -1.25315 -0.03186 0.3912 0.0398 -0.0230
O -0.66873 -1.38949 -0.27698 -0.9616 1.1989 -0.1160
H -2.36645 0.25062 1.22276 0.0491 0.0541 -0.1764
H -1.87126 -0.08023 -1.51293 0.1348 -0.0973 0.2181
H 0.99570 2.08276 0.01921 0.1747 0.1450 -0.0094
H 2.33637 -0.03958 0.14710 0.0704 -0.0891 0.0750
H 1.09462 -2.19328 0.19482 0.0416 -0.0253 -0.0375
```
Positions in Å, forces in eV/Å.

For the largest force on an atom, the calculation gives 1.54 eV Å⁻¹. The lowest unoccupied orbital energy is 0.02188 Ha. For the energy above the lowest of the compared OMol25 structures with the same formula, charge and spin, the calculation gives 37.3 kcal/mol. The calculation puts the HOMO energy at -8.7536 eV. Its total energy is -360.61000 Eh. Its structure (SMILES) is O[C@H]1N=CC=CO1. The value obtained for the gap between HOMO and LUMO is 9.35 eV.


DFT (wB97M-V/def2-TZVPD) results for C4H4ClNO in the gas phase.

Structure (XYZ):
```
11
Properties=species:S:1:pos:R:3:forces:R:3
N 3.15828 -1.25483 -1.26536 -0.0943 -0.0528 -0.1291
C 2.18050 -0.72280 -0.99033 0.2186 -0.0411 0.3708
C 1.00474 0.03409 -0.58272 -0.6146 1.1663 0.6678
O 0.37289 -0.67474 0.53160 -0.1013 0.9585 -0.9600
C -0.88585 -0.36662 1.02266 1.1283 0.1582 -0.8221
C -1.82601 0.50255 0.66704 -2.3110 0.2456 0.4392
Cl -1.82218 1.68206 -0.62325 0.4324 -0.2771 0.0558
H 1.32818 1.07682 -0.29134 -0.2342 -1.1229 0.0707
H 0.37368 0.21144 -1.46182 -0.2444 -0.4869 0.3456
H -0.99354 -1.01875 1.86284 -0.6219 -0.1651 0.3715
H -2.89067 0.53077 1.13067 2.4423 -0.3827 -0.4102
```
Positions in Å, forces in eV/Å.

For the largest force on an atom, the calculation gives 2.51 eV Å⁻¹. The lowest unoccupied orbital energy is 0.02121 Ha. For the energy above the lowest of the compared OMol25 structures with the same formula, charge and spin, the calculation gives 41.4 kcal/mol. The calculation puts the HOMO energy at -9.5572 eV. Its total energy is -744.93530 Eh. Its structure (SMILES) is N#CCO/C=C\Cl. The value obtained for the gap between HOMO and LUMO is 10.13 eV.


Q: lowest unoccupied orbital energy of number 2 (C3H13N2O)?
A: -0.10767 Ha


Q: Among the records above, which one has the lowest HOMO?
A: C3H13N2O


Q: Look up the lowest unoccupied orbital energy of the second one.
A: -0.10767 Ha


Q: Look up the largest force on an atom of the third one.
A: 1.54 eV Å⁻¹